Entry 1:
{"formula": "C21H39N3O4PS2", "method": "ωB97M-V with the def2-TZVPD basis set", "elements": ["C", "C", "S", "C", "P", "S", "C", "C", "C", "C", "N", "C", "N", "N", "C", "C", "C", "C", "C", "C", "C", "C", "C", "O", "O", "H", "H", "H", "H", "H", "H", "H", "H", "H", "H", "H", "H", "H", "H", "H", "H", "H", "H", "H", "H", "H", "H", "H", "H", "H", "H", "H", "H", "H", "C", "O", "C", "C", "O", "C", "H", "H", "H", "H", "H", "H", "H", "H", "H", "H"], "coordinates": [[6.11, -0.28, -1.17], [5.21, -0.35, -2.43], [3.57, 0.33, -2.00], [2.36, -0.90, -2.64], [1.36, -1.76, -1.20], [0.20, -2.78, 0.45], [0.89, -3.17, -2.37], [-0.24, -2.79, -3.35], [-1.64, -3.08, -2.73], [-1.93, -4.59, -2.59], [-3.00, -4.77, -1.58], [-2.50, -5.18, -0.31], [-1.78, -6.20, -0.13], [-2.91, -4.38, 0.79], [0.24, -0.26, -1.17], [-0.31, 0.12, 0.19], [0.52, 0.45, 1.24], [0.04, 0.84, 2.46], [-1.31, 0.93, 2.70], [-2.16, 0.59, 1.67], [-1.68, 0.20, 0.43], [-2.74, -0.13, -0.62], [2.99, -1.97, -0.27], [3.80, -2.73, -0.87], [3.21, -1.45, 0.83], [6.05, -1.25, -0.66], [7.15, -0.04, -1.44], [5.71, 0.45, -0.45], [5.07, -1.38, -2.74], [5.66, 0.28, -3.21], [1.70, -0.40, -3.36], [2.95, -1.62, -3.21], [0.79, -4.00, 0.45], [1.78, -3.39, -2.98], [0.69, -4.08, -1.81], [-0.22, -1.73, -3.64], [-0.19, -3.37, -4.29], [-1.73, -2.65, -1.73], [-2.43, -2.68, -3.38], [-1.04, -5.15, -2.28], [-2.26, -5.03, -3.54], [-3.68, -5.44, -1.91], [-1.55, -6.31, 0.86], [-3.55, -3.66, 0.49], [-2.10, -3.99, 1.27], [0.76, 0.60, -1.60], [-0.59, -0.47, -1.85], [1.61, 0.43, 1.12], [0.70, 1.12, 3.28], [-1.74, 1.26, 3.65], [-3.23, 0.67, 1.84], [-3.64, 0.45, -0.39], [-2.98, -1.19, -0.68], [-2.38, 0.24, -1.59], [-1.78, 4.79, 1.68], [-0.93, 4.53, 2.78], [0.25, 5.31, 2.76], [0.16, 6.47, 3.72], [-0.82, 7.42, 3.32], [-2.03, 7.30, 4.04], [-2.75, 4.34, 1.88], [-1.92, 5.86, 1.52], [-1.37, 4.34, 0.77], [0.47, 5.66, 1.75], [1.07, 4.65, 3.07], [1.13, 6.99, 3.73], [-0.04, 6.12, 4.74], [-1.91, 7.71, 5.05], [-2.36, 6.26, 4.11], [-2.79, 7.88, 3.52]], "charge": -1, "total_energy_ha": -2426.529304, "gap_ev": 6.7, "homo_energy_ev": -4.291}


Entry 2:
{"formula": "C8H10ClN3", "method": "ωB97M-V with the def2-TZVPD basis set", "elements": ["H", "N", "C", "N", "N", "C", "C", "C", "C", "C", "C", "Cl", "C", "H", "H", "H", "H", "H", "H", "H", "H", "H"], "coordinates": [[2.64, 1.55, 3.55], [2.48, 1.50, 2.56], [1.47, 0.75, 2.39], [0.78, 0.00, 3.42], [0.92, 0.60, 1.12], [0.66, -0.71, 0.50], [-0.13, -0.45, -0.71], [-0.10, -1.41, -1.77], [-1.05, -1.34, -2.74], [-1.80, -0.19, -3.03], [-1.76, 0.78, -2.10], [-2.78, 2.28, -2.23], [-0.94, 0.70, -0.90], [0.90, 0.25, 4.32], [-0.21, 0.00, 3.27], [1.37, 1.32, 0.39], [1.66, -1.04, 0.08], [0.25, -1.47, 1.13], [0.51, -2.26, -1.66], [-1.24, -2.11, -3.53], [-2.54, -0.24, -3.87], [-1.11, 1.50, -0.16]], "smiles": "[H]/N=C(\\N)NCc1cccc(Cl)c1", "total_energy_ha": -935.275862, "gap_ev": 9.8, "de_lowest_ev": 0.000, "homo_energy_ev": -9.079}


Entry 3:
{"formula": "C7H16N5", "method": "ωB97M-V with the def2-TZVPD basis set", "elements": ["C", "C", "C", "C", "C", "C", "C", "N", "N", "N", "N", "N", "H", "H", "H", "H", "H", "H", "H", "H", "H", "H", "H", "H", "H", "H", "H", "H"], "coordinates": [[-0.95, -0.48, -1.55], [-1.53, 0.81, -0.97], [2.21, -0.72, 0.90], [-1.10, -1.59, -0.53], [1.23, -1.72, 0.30], [-0.34, 0.09, 1.06], [-1.57, 2.15, 1.07], [2.79, 1.19, -1.19], [1.81, 1.26, -0.41], [-1.24, 0.89, 0.45], [1.68, 0.59, 0.65], [-0.20, -1.31, 0.62], [-1.47, -0.74, -2.47], [0.10, -0.33, -1.80], [-1.12, 1.68, -1.48], [-2.62, 0.82, -1.08], [2.33, -0.85, 1.98], [3.19, -0.81, 0.41], [-2.13, -1.61, -0.16], [-0.85, -2.57, -0.94], [1.35, -1.71, -0.78], [1.40, -2.73, 0.66], [-0.23, 0.23, 2.12], [-0.95, 2.96, 0.67], [-2.61, 2.38, 0.86], [-1.42, 2.10, 2.14], [2.69, 1.87, -1.95], [-0.48, -1.89, 1.41]], "charge": 1, "total_energy_ha": -549.727335, "gap_ev": [8.1, 8.1], "de_lowest_ev": 3.056, "homo_energy_ev": [-11.362, -11.363]}


Entry 4:
{"formula": "C17H16N2", "method": "ωB97M-V with the def2-TZVPD basis set", "elements": ["C", "C", "C", "C", "C", "N", "C", "C", "C", "C", "C", "C", "N", "C", "C", "C", "C", "C", "C", "H", "H", "H", "H", "H", "H", "H", "H", "H", "H", "H", "H", "H", "H", "H", "H"], "coordinates": [[2.52, -0.15, 2.28], [1.27, 0.02, 1.58], [1.06, -0.26, 0.27], [-0.15, -0.10, -0.46], [-1.32, 0.36, 0.04], [-2.45, 0.49, -0.71], [-3.70, 0.94, -0.32], [-4.71, 0.96, -1.28], [-5.98, 1.41, -0.96], [-6.26, 1.84, 0.33], [-5.26, 1.82, 1.29], [-3.99, 1.38, 0.97], [3.64, -0.57, 1.86], [4.04, -0.97, 0.62], [4.05, -2.33, 0.29], [4.59, -2.75, -0.91], [5.14, -1.84, -1.79], [5.15, -0.49, -1.47], [4.61, -0.06, -0.27], [2.50, 0.11, 3.33], [0.46, 0.41, 2.18], [1.89, -0.64, -0.30], [-0.12, -0.39, -1.50], [-1.41, 0.66, 1.07], [-2.37, 0.20, -1.68], [-4.50, 0.63, -2.29], [-6.75, 1.42, -1.71], [-7.25, 2.19, 0.58], [-5.47, 2.16, 2.29], [-3.23, 1.38, 1.74], [3.62, -3.04, 0.98], [4.58, -3.81, -1.15], [5.57, -2.18, -2.73], [5.58, 0.22, -2.15], [4.62, 0.99, -0.01]], "smiles": "C(/C=C/C=C/Nc1ccccc1)=N/c1ccccc1", "total_energy_ha": -766.863275, "gap_ev": 7.4, "de_lowest_ev": 0.000, "homo_energy_ev": -7.500}


Entry 5:
{"formula": "C27H28AuN6OS2", "method": "ωB97M-V with the def2-TZVPD basis set", "elements": ["Au", "O", "S", "C", "C", "C", "C", "C", "C", "C", "C", "C", "C", "C", "C", "H", "H", "H", "H", "H", "H", "H", "H", "H", "H", "C", "C", "C", "C", "N", "C", "N", "N", "N", "H", "H", "H", "H", "H", "H", "H", "H", "H", "H", "S", "C", "C", "C", "N", "C", "C", "C", "C", "C", "N", "C", "C", "H", "H", "H", "H", "H", "H", "H", "H"], "coordinates": [[0.68, -0.45, 0.16], [2.69, -1.16, 0.27], [3.66, -0.62, -0.79], [5.21, -1.28, -0.26], [5.41, -1.65, 1.07], [6.65, -2.14, 1.44], [7.67, -2.25, 0.49], [7.45, -1.89, -0.83], [6.21, -1.41, -1.22], [3.86, 1.09, -0.42], [3.70, 1.57, 0.87], [3.86, 2.92, 1.11], [4.20, 3.78, 0.06], [4.35, 3.29, -1.23], [4.18, 1.93, -1.48], [4.60, -1.57, 1.78], [6.83, -2.43, 2.46], [8.64, -2.63, 0.79], [8.24, -1.99, -1.56], [6.02, -1.14, -2.25], [3.43, 0.88, 1.67], [3.74, 3.31, 2.11], [4.33, 4.83, 0.26], [4.61, 3.96, -2.04], [4.28, 1.54, -2.49], [-4.74, -4.68, 0.72], [-4.12, -5.17, -0.58], [-4.32, -4.15, -1.70], [-2.66, -5.57, -0.41], [-1.80, -4.47, 0.05], [-1.19, -3.50, -0.63], [-0.58, -2.71, 0.21], [-0.84, -3.22, 1.44], [-1.57, -4.27, 1.35], [-5.81, -4.51, 0.60], [-4.29, -3.74, 1.04], [-4.61, -5.40, 1.53], [-4.62, -6.10, -0.88], [-3.83, -3.20, -1.45], [-5.37, -3.94, -1.84], [-3.92, -4.50, -2.65], [-2.23, -5.92, -1.35], [-2.55, -6.36, 0.33], [-1.20, -3.42, -1.71], [-4.81, 3.23, -0.47], [-3.32, 2.29, -0.30], [-2.60, 1.88, -1.41], [-1.45, 1.13, -1.24], [-0.99, 0.78, -0.03], [-1.68, 1.17, 1.05], [-2.84, 1.91, 0.95], [-4.25, 4.76, 0.24], [-4.35, 5.00, 1.61], [-3.89, 6.21, 2.10], [-3.36, 7.17, 1.35], [-3.29, 6.94, 0.04], [-3.72, 5.76, -0.56], [-2.92, 2.15, -2.41], [-0.86, 0.81, -2.09], [-1.28, 0.87, 2.01], [-3.37, 2.19, 1.86], [-4.80, 4.27, 2.27], [-3.96, 6.42, 3.17], [-2.87, 7.73, -0.57], [-3.63, 5.63, -1.63]], "charge": 1, "total_energy_ha": -2381.247054, "gap_ev": 8.8, "homo_energy_ev": -11.495}